[1]
15
Properties=species:S:1:pos:R:3:forces:R:3 method="wB97M-V/def2-TZVPD" charge=0 homo_energy_ev=-9.986 orbital_gap_ev=10.719 smiles="C=CCCC(=O)O"
O 0.940788 0.534989 -2.389810 0.228 0.749 0.558
H -1.803115 0.526279 0.391614 0.214 0.563 0.775
H 1.626604 -0.371112 2.457848 -0.088 -0.315 -1.227
C 0.290684 0.255191 -0.010011 0.254 0.036 -1.533
H -1.327613 0.607884 2.968699 0.275 -0.043 0.250
H 1.081710 -0.493858 0.156225 -0.081 0.406 0.567
C 0.645585 -0.102870 2.786728 -0.236 0.808 3.632
C -0.514469 0.313836 2.313165 -1.211 -1.045 -1.980
H 0.656404 -0.088707 3.910996 0.216 0.199 -0.979
H -1.300720 -1.020782 0.862310 0.419 -0.006 -0.157
O -0.663329 -0.891342 -1.866834 0.073 0.318 0.436
H 0.665082 1.264735 0.152786 0.279 -0.151 0.245
C 0.226693 0.098298 -1.530606 -0.835 -1.560 -0.007
C -0.949243 0.018249 0.860477 0.685 0.071 -0.302
H -0.446671 -1.096637 -2.783941 -0.190 -0.031 -0.278

[2]
67
Properties=species:S:1:pos:R:3:forces:R:3 method="wB97M-V/def2-TZVPD" charge=-1 homo_energy_ev=-7.678 orbital_gap_ev=9.408
H -29.902080 4.754880 11.610720 -0.093 -0.172 -0.233
H -22.606890 5.933010 14.757110 -0.199 -0.062 0.107
H -28.685340 5.335190 12.299690 0.248 0.012 -0.011
H -12.458290 5.466300 1.350780 0.190 -0.136 -0.003
O -18.542650 -2.008800 6.925600 0.115 -0.256 -0.127
H -21.907410 6.355900 13.482830 0.001 0.070 -0.297
H -13.574500 6.112720 2.143310 -0.161 0.040 0.234
H -21.951070 6.496050 1.479700 -0.189 0.133 -0.026
H -11.746160 2.135440 6.451990 -0.190 0.086 0.177
H -14.841990 13.178310 4.076470 -0.064 0.238 0.008
H -21.285290 2.102300 12.394640 0.021 0.255 -0.091
H -21.186540 1.017180 1.635360 0.172 -0.073 0.144
H -27.022690 0.001110 3.712820 -0.104 0.190 0.102
H -16.250480 10.890480 8.449840 0.073 -0.006 -0.273
O -11.024240 1.855490 5.889230 0.272 0.013 0.022
O -26.672280 10.390820 9.829250 -0.116 0.160 -0.156
H -21.981050 2.264100 1.310010 -0.025 0.319 0.068
C -22.844050 5.238160 8.170790 -3.407 1.081 1.790
O -21.633700 5.520170 8.489340 1.754 0.147 0.101
O -23.800780 5.705750 8.760730 0.369 -0.628 -0.603
B -20.740050 4.976120 7.487040 0.188 0.072 -1.004
H -14.779430 11.841190 3.369290 -0.037 -0.174 -0.196
O -21.739520 6.011240 14.359900 0.210 -0.018 0.159
O -20.013910 6.089020 6.732200 1.630 -0.943 0.383
H -16.050890 10.517200 9.903360 0.126 -0.096 0.167
H -25.666530 -0.470620 3.233050 0.271 0.073 -0.044
H -30.751170 2.511150 8.039080 0.096 0.080 -0.263
O -19.734310 4.070660 7.996770 1.811 0.824 -1.216
H -11.450640 1.523830 5.099030 -0.098 -0.096 -0.198
C -18.547360 4.369430 7.337520 -0.736 -1.185 1.930
O -26.570940 -0.761160 3.350750 -0.149 -0.249 -0.061
H -20.255270 11.390680 4.295890 -0.050 -0.028 0.266
H -16.708510 1.125080 12.102040 0.072 0.327 -0.018
O -30.181080 5.794270 4.599010 -0.157 -0.206 -0.057
O -27.311150 -0.898650 10.443800 0.011 -0.264 0.081
O -17.812280 6.271580 6.018010 -1.100 -0.128 0.805
O -21.639330 4.232350 6.545870 -1.566 -0.088 0.326
H -20.791240 6.179050 2.399590 0.144 0.022 0.282
H -18.133140 -1.403160 7.543450 0.121 0.197 0.156
O -14.979260 4.107420 12.599090 0.090 -0.269 0.020
H -26.339220 9.498630 9.925740 0.125 -0.281 -0.061
O -23.936680 3.850180 6.398630 3.625 1.568 2.368
H -16.207360 -0.301520 12.027510 0.170 -0.143 0.010
H -29.321680 5.951880 4.989930 0.275 -0.011 0.110
H -14.785700 4.901970 12.101630 0.028 0.160 -0.213
H -31.734790 2.051120 9.093950 -0.217 -0.085 0.062
H -30.553270 6.667740 4.477460 -0.108 0.201 -0.038
O -16.719970 10.797280 9.278770 -0.197 0.110 0.095
O -30.832080 2.347900 8.978780 0.144 0.034 0.234
O -14.595290 12.262930 4.208610 0.098 -0.067 0.200
O -21.927160 1.328530 1.115000 -0.150 -0.208 -0.192
H -19.462430 -1.744630 6.904480 -0.234 0.083 -0.023
C -22.924190 4.320970 6.979130 -1.152 -1.453 -3.496
O -21.260570 5.851010 1.632550 0.042 -0.202 -0.232
O -13.247030 5.999380 1.251030 -0.037 0.099 -0.224
O -16.990870 0.233210 11.899380 -0.248 -0.147 -0.008
H -26.650370 10.752290 10.715300 0.001 0.109 0.197
C -18.700600 5.733960 6.637510 -0.977 0.099 -1.037
H -27.922790 -0.309190 10.885020 -0.151 0.149 0.111
O -21.490970 1.209770 12.672700 -0.212 -0.097 0.173
O -17.575090 3.670410 7.400220 -0.457 0.656 -0.348
H -26.980840 -0.390860 9.702660 0.131 0.121 -0.201
H -20.726360 0.695480 12.413630 0.218 -0.155 -0.087
H -15.458720 4.416370 13.367780 -0.152 0.058 0.200
O -29.642030 5.329760 12.330530 -0.156 0.134 0.208
O -20.232360 11.376790 3.339060 -0.134 0.165 -0.200
H -19.422670 10.913280 3.125090 0.184 -0.158 -0.057

[3]
97
Properties=species:S:1:pos:R:3:forces:R:3 method="wB97M-V/def2-TZVPD" charge=-1 spin_multiplicity=3 homo_energy_ev="-4.537 / -5.027" orbital_gap_ev="7.000 / 7.431" s_squared=2.014
C 1.071517 1.508201 4.613152 -0.025 0.037 0.009
O -0.757349 1.517750 1.379225 0.082 -0.032 0.078
C -3.612059 2.929031 -0.597923 -0.003 0.026 0.024
F -0.275023 4.234932 1.564265 -0.111 0.070 -0.061
H 0.725694 3.749621 -1.561001 -0.012 -0.008 -0.003
C 2.428829 -0.093028 -1.201027 0.002 0.114 -0.018
H -0.587096 -1.561730 -3.971090 0.014 -0.021 -0.002
F -1.849057 1.532410 4.206892 -0.067 -0.218 0.128
F -2.968883 -2.652763 2.479009 0.082 0.129 0.029
H -2.353048 -1.551767 -3.886915 0.016 0.007 0.013
C -0.194310 2.034415 2.531161 -0.098 0.074 0.005
H 3.647400 -0.530052 5.283264 -0.012 0.005 -0.007
C 1.984581 -1.468437 0.885859 -0.007 0.199 -0.153
N 1.273154 -0.364818 1.406916 0.060 -0.057 -0.098
F 2.488880 0.842972 -3.394846 -0.064 0.110 -0.044
C -4.120121 0.262225 1.086775 -0.019 0.004 0.019
H 0.962896 1.902929 -5.466030 -0.037 -0.020 0.018
H -5.262773 0.440203 -1.868248 0.005 0.002 -0.019
C 0.784967 1.148241 3.298366 0.019 -0.028 -0.032
F -2.389299 -1.801349 4.546556 0.024 -0.027 -0.110
H -2.052473 2.089097 -4.935690 0.007 -0.011 0.022
H -5.132089 0.652366 0.971976 -0.001 -0.023 0.013
F -1.112663 3.553818 4.195953 0.114 0.154 0.089
H -2.976283 -4.331439 -0.822393 0.027 0.014 -0.006
C -0.330433 4.020549 -1.576394 0.027 0.014 0.039
H 1.402843 1.329350 7.385899 -0.002 -0.002 -0.010
H -1.918289 4.265758 -3.038490 -0.009 -0.017 0.032
C -4.231111 0.200554 -2.127439 -0.031 0.002 -0.044
F 3.437126 1.097199 0.635035 0.035 -0.004 0.092
C -1.026323 -1.786145 -0.026796 0.009 0.022 -0.105
C -1.438240 -1.385896 -3.313963 -0.038 -0.040 -0.031
C 3.959569 -4.909072 -0.835164 0.016 -0.010 -0.019
F 3.097694 2.215398 -1.165979 -0.036 0.057 -0.080
C 1.508752 0.091636 2.699183 0.041 -0.032 -0.086
O 1.119447 0.410202 -1.206798 -0.063 -0.071 -0.035
F 1.420883 2.988392 1.087787 0.068 -0.037 -0.079
H -1.408210 -0.340970 -3.004256 0.028 0.029 -0.001
H -0.297624 4.629109 -3.637494 -0.008 0.007 -0.023
F -1.645568 -0.764414 2.627206 -0.019 -0.138 0.012
Sb -2.954202 0.903108 -0.564125 0.055 0.046 -0.144
F 4.667749 0.730335 -1.084675 0.094 0.003 -0.006
C 2.062639 0.913915 5.374663 0.027 -0.022 -0.015
C 3.292357 -3.708341 -0.220229 -0.009 0.014 -0.045
H -0.440719 5.027252 -1.168949 -0.002 -0.014 -0.020
H 0.510187 2.311117 5.071605 -0.006 -0.008 -0.013
H 0.008572 0.559608 -4.843095 -0.023 -0.045 0.044
H 0.266133 -4.514323 -1.235845 -0.002 -0.006 -0.018
H -3.290894 3.423804 -1.512833 -0.011 -0.021 0.012
C -3.040723 -3.603423 -1.632311 -0.037 0.018 -0.035
H -3.203867 3.456804 0.263094 0.008 -0.021 -0.025
H -0.341439 1.207140 -6.450525 0.001 0.032 0.004
H -0.219147 -4.613918 -2.940516 -0.026 0.032 0.003
C -0.865751 3.950780 -2.986044 0.062 -0.003 -0.015
H 3.196641 -1.199944 3.004995 -0.030 0.023 0.018
C 3.409241 1.006489 -0.690294 -0.003 -0.054 0.004
H 0.990653 -3.425100 -2.422716 0.012 -0.018 0.010
O -0.722470 2.623654 -3.450345 0.053 -0.073 -0.075
H -4.701095 2.925708 -0.544021 0.009 0.038 0.004
F 1.271887 3.912681 3.024834 0.111 0.079 0.161
Ge -1.344175 -2.621854 -1.779927 -0.010 0.000 0.088
C 0.068870 -3.931608 -2.137927 0.047 0.007 0.057
H -3.665703 0.631480 2.003993 -0.016 -0.005 -0.035
C 3.237923 -2.503408 -0.901280 0.017 -0.052 -0.024
C -1.411245 2.492929 3.415035 0.089 -0.064 -0.059
C 0.566279 3.313333 2.064436 -0.047 -0.098 -0.026
H -0.954647 3.412139 -5.342693 -0.025 0.003 -0.005
H 4.623092 -4.615651 -1.649632 -0.010 -0.002 0.010
C 2.646326 -3.793523 1.008916 -0.012 -0.023 0.044
H 3.218378 -5.600576 -1.245405 0.003 0.016 0.011
H 3.713026 -2.456881 -1.869720 -0.011 -0.014 0.037
F -2.442780 2.885206 2.653330 -0.072 0.019 -0.165
H -1.985327 -1.772856 0.500775 -0.061 -0.018 -0.073
H -3.867489 -2.929798 -1.398035 0.021 -0.024 -0.001
F -0.795960 -2.825379 3.225952 -0.020 0.054 -0.015
H 2.722495 2.360567 6.840276 -0.009 -0.002 -0.014
H 1.454058 -2.788706 2.480230 -0.014 0.029 -0.011
H -3.272273 -4.127960 -2.562302 -0.001 0.009 0.015
C 2.826454 -0.061016 4.750463 -0.012 0.009 0.018
C -0.038490 1.470539 -5.434581 0.028 0.005 -0.024
F 1.830442 -1.202002 -3.211072 -0.170 -0.107 -0.083
H -3.966494 0.683399 -3.068458 0.003 -0.005 0.020
C 2.319611 1.345519 6.793574 -0.002 -0.005 0.024
C 1.998132 -2.702252 1.547543 -0.021 0.055 0.051
H -4.131199 -0.825194 1.142131 -0.002 -0.013 0.011
H -0.412823 -2.492326 0.538660 0.048 0.024 0.080
H 4.549800 -5.459353 -0.100504 -0.012 0.011 0.010
C 2.686493 -0.295210 -2.727513 -0.030 0.031 0.151
C 2.562245 -0.450308 3.455007 0.021 -0.049 -0.022
H -4.130129 -0.876788 -2.248572 -0.006 0.038 0.013
Mo -0.213354 0.142567 0.137763 -0.152 -0.192 0.538
H 3.038418 0.682080 7.276385 -0.006 0.004 -0.009
F 3.916154 -0.714052 -3.056065 0.248 -0.035 -0.041
H 2.629027 -4.737028 1.545014 -0.003 0.020 -0.008
B -1.953399 -2.023963 3.240728 0.000 0.018 -0.003
C 2.583728 -1.383610 -0.386369 -0.049 0.000 0.043
H -0.856781 3.332100 -0.915320 -0.026 -0.009 -0.019
C -1.020378 2.447586 -4.824085 -0.025 0.084 0.009

[4]
43
Properties=species:S:1:pos:R:3:forces:R:3 method="wB97M-V/def2-TZVPD" charge=0 homo_energy_ev=-8.596 orbital_gap_ev=7.799 smiles="COc1cc(/C=C(/C#N)c2ccc(F)cc2)ccc1Oc1ccc([N+](=O)[O-])cn1"
C 5.134745 -0.267146 0.564039 -0.109 -0.341 -0.165
H -4.486398 -4.064618 1.243652 -0.030 -0.096 0.046
H 2.214955 4.869688 -1.531130 0.021 -0.077 0.043
N 5.374433 -2.552691 -0.306334 0.193 -0.334 -0.098
C -2.618021 -1.424419 -0.864212 -0.224 -0.057 0.083
N -6.696692 0.649840 -0.223288 -0.426 0.010 -0.012
O 2.205420 1.787972 0.702037 -0.404 0.409 0.203
H -1.376365 -3.058610 -1.498639 0.080 -0.063 -0.066
F -2.487522 -4.954909 -0.136070 -0.034 0.104 -0.009
C -2.207850 -2.742346 -0.889469 0.006 -0.210 0.067
H -3.872930 2.430901 -0.124696 -0.102 -0.011 -0.005
N 2.432865 -0.363629 -0.083928 -0.219 0.825 0.186
H 6.187570 -0.264445 0.803042 0.019 0.023 0.007
H 2.740151 -2.257248 -0.785943 0.095 -0.085 -0.016
C 3.209304 -1.397569 -0.327871 0.613 -0.506 -0.054
C -3.696067 -1.035426 -0.070390 0.097 -0.352 -0.033
C -2.888626 -3.669239 -0.118291 -0.057 0.149 0.042
C -4.378601 -1.993103 0.677176 0.207 0.132 -0.117
H 0.630414 0.015061 1.765166 0.024 -0.043 0.053
C -4.154899 0.364390 -0.063140 0.849 0.496 0.023
C -1.220257 2.540790 -0.426713 -0.012 -0.217 0.087
C -5.558465 0.527893 -0.156598 -0.482 0.273 -0.046
C -1.943938 1.520743 0.176083 0.624 0.144 0.030
C 4.565076 -1.402438 -0.021751 -0.667 1.036 0.272
H 2.449548 4.124281 0.069261 -0.024 0.002 -0.108
O 6.554373 -2.487880 -0.032483 0.283 -0.041 0.049
H 4.700019 1.719439 1.264161 0.066 0.081 0.056
H -1.803449 -0.161720 1.513684 -0.017 -0.073 0.041
O 4.827615 -3.513799 -0.803918 -0.080 -0.248 -0.113
H -2.105465 -0.691331 -1.467992 0.048 0.047 -0.051
C 0.827319 1.706318 0.490709 -0.325 0.093 -0.149
C -3.972795 -3.314337 0.663998 0.153 -0.203 -0.065
C 2.087172 3.958534 -0.947584 0.409 0.193 -0.032
C -3.384585 1.469889 -0.015381 -0.584 -0.301 -0.054
H 2.658233 3.151782 -1.415048 -0.035 0.045 0.038
C 2.965415 0.717147 0.475367 0.680 -0.933 -0.367
C 0.165178 2.654173 -0.299073 0.174 -0.246 0.165
O 0.700794 3.699093 -0.972581 -0.277 -0.086 0.014
H -5.225379 -1.697670 1.279196 -0.094 0.008 0.029
H -1.715751 3.273411 -1.044952 -0.060 0.115 -0.060
C -1.263563 0.608062 0.986988 0.096 0.129 0.087
C 0.099311 0.712090 1.136140 -0.043 0.165 0.048
C 4.327695 0.813059 0.816761 -0.431 0.045 -0.047

[5]
55
Properties=species:S:1:pos:R:3:forces:R:3 method="wB97M-V/def2-TZVPD" charge=+1 homo_energy_ev=-11.086 orbital_gap_ev=8.503
O -0.169349 3.081713 2.642608 2.087 -1.444 2.437
H 0.730653 3.294561 3.038048 -1.045 -0.668 -0.130
H 2.606111 1.523662 -4.068904 -2.310 -1.752 -0.796
O -0.683930 -2.019527 -2.447073 0.215 0.526 1.402
H -3.425372 -0.264387 -0.279547 -0.256 -3.379 1.211
H -1.362704 0.392027 2.514622 1.551 0.709 0.900
O -2.805873 0.047134 -2.310606 -2.332 1.574 0.019
O -3.227508 -0.417464 2.673498 2.327 -2.076 0.087
C 1.619944 -0.153681 -1.730002 0.379 0.468 0.094
H 0.143050 1.289990 1.841335 -0.748 0.313 1.286
H 1.906407 -4.274534 -2.205594 0.384 -3.778 -0.078
H 2.672606 -0.064576 -4.951717 -0.147 0.462 0.129
H 1.093958 0.145865 -4.293617 -0.256 0.977 0.278
H -3.449703 0.445707 2.452817 -0.958 2.914 -0.778
O -2.031583 -3.366376 -0.557110 0.391 -4.691 -1.939
H -0.181775 3.792458 2.069898 -0.704 2.417 -2.322
S 1.778250 1.279091 -0.561146 -1.979 0.645 -1.376
H -2.309332 3.117760 -1.758334 0.003 0.464 -0.353
H -2.415380 -2.604822 -0.243002 -2.293 3.129 1.344
H 1.513327 -0.544657 3.081773 -0.010 0.932 0.319
H 0.720039 -3.222623 -0.336221 0.276 -0.391 1.003
O 1.978842 -3.385031 -2.035726 -0.102 2.726 0.371
H -1.915629 0.347284 -2.308899 1.618 -1.591 -0.366
H 3.392675 3.233810 3.237983 -0.425 0.197 0.321
H 1.769223 -0.950067 -0.976638 -0.626 -0.142 -0.952
H -3.268322 2.296306 0.645249 0.638 -0.354 0.882
O -2.443979 2.465246 -1.078413 0.017 -1.299 0.011
O -3.489287 -1.251680 0.108555 0.527 3.164 -3.025
H 3.630636 0.288778 -2.435627 0.351 0.537 -0.088
H -1.028801 -2.526239 -1.655277 0.144 0.029 -1.518
H 0.635059 -0.132517 -2.314379 1.182 -0.203 1.716
H -1.269192 0.927348 1.124330 1.149 -0.375 -0.064
H -2.535501 1.598199 -1.551227 -0.555 1.307 0.608
H 1.351017 -3.088035 -2.693801 -0.308 1.025 -0.125
O 0.430184 -3.383697 0.599070 -0.536 0.194 -1.347
C 0.060156 -0.784479 1.522141 -1.866 -1.249 3.580
H 2.968518 -1.227791 -2.912539 0.034 0.101 -0.277
O 2.765475 3.945498 3.016813 1.320 -0.090 -2.176
C 2.127300 0.437026 -4.131285 4.179 0.662 0.765
C 2.727738 -0.165333 -2.797606 -1.916 -1.241 -0.477
H -2.750303 -3.994298 -0.884012 1.406 1.421 0.781
H 2.083950 -1.643298 1.933817 -1.074 0.702 -0.465
C 1.491514 -0.688915 2.011608 0.389 -1.582 -0.990
H -3.972032 -0.842441 3.025183 -1.567 -0.846 1.206
O -2.987792 1.976428 1.550084 -0.721 0.121 -1.446
H -0.128389 -1.219859 0.580361 0.189 0.569 -1.434
S 2.528140 0.547577 1.091099 1.578 -0.572 1.939
H -3.774522 -1.141934 0.996001 -0.183 0.258 1.451
H -0.813587 -2.500438 -3.249922 -0.483 -0.726 -0.517
H -3.198330 2.703701 2.126011 0.018 0.560 0.538
H -0.538345 -3.496911 0.460724 0.843 -0.288 0.318
H 3.143564 4.181417 2.103426 -1.086 -0.183 1.865
N -0.589235 0.562356 1.840323 -1.613 -1.229 -2.642
H -0.583821 -1.541580 2.184545 1.742 1.482 -1.104
H -3.058839 -0.866673 -2.201118 1.161 -0.436 -0.075